1.
Here is a 12-piece molecular cluster, H24O12 overall from OMol25. Energies are from wB97M-V/def2-TZVPD.

* HOMO level: -0.378 Ha
* orbital gap: 10.13 eV
* total charge: 0

Cartesian coordinates (Å):
1 O 2.554 -1.414 -1.824
2 H 2.152 -1.957 -2.512
3 H 1.817 -1.160 -1.254
4 O -0.223 -0.426 -0.129
5 H 0.039 -0.637 0.793
6 H -0.706 0.414 -0.068
7 O 0.679 2.116 -2.537
8 H -0.145 1.585 -2.465
9 H 1.037 2.149 -1.645
10 O -1.312 2.439 3.220
11 H -0.564 3.022 3.392
12 H -1.089 2.012 2.381
13 O -1.055 2.498 -0.131
14 H -1.869 2.541 -0.646
15 H -0.489 3.182 -0.511
16 O 0.453 -0.531 2.576
17 H -0.132 -0.470 3.342
18 H 1.312 -0.847 2.909
19 O -3.562 1.128 -0.414
20 H -4.060 0.662 0.268
21 H -4.212 1.697 -0.850
22 O 2.914 1.130 1.050
23 H 2.009 0.857 0.852
24 H 3.342 0.315 1.366
25 O 1.210 -3.309 0.503
26 H 0.840 -3.908 -0.158
27 H 0.815 -3.583 1.342
28 O -1.126 -1.903 -2.368
29 H -0.817 -1.391 -1.590
30 H -2.059 -2.077 -2.209
31 O -1.924 0.978 -2.756
32 H -2.155 0.472 -3.543
33 H -2.457 0.589 -2.042
34 O 2.984 -1.670 1.915
35 H 2.460 -2.159 1.238
36 H 3.340 -2.346 2.503

***

2.
Here is C27H37N5O4Re as an isolated structure from OMol25. Energies are from wB97M-V/def2-TZVPD.

* multiplicity: 2
* HOMO level (spin up / spin down): -0.734 / -0.734 Ha
* ⟨S²⟩: 0.755
* orbital gap (spin up / spin down): 7.35 / 6.78 eV
* total charge: +4

Cartesian coordinates (Å):
1 Re 0.083 -0.158 -0.324
2 C -3.613 2.322 2.715
3 N -3.041 2.016 1.390
4 C -3.761 2.608 0.246
5 C -1.980 1.294 1.228
6 O -1.498 1.047 0.059
7 C -1.236 0.719 2.423
8 O -0.066 0.058 1.899
9 C 1.122 0.097 2.708
10 C 2.282 0.117 1.733
11 O 1.995 0.006 0.474
12 N 3.505 0.225 2.138
13 C 4.646 0.274 1.204
14 C 3.882 0.318 3.563
15 H -3.328 3.331 3.011
16 H -4.696 2.269 2.634
17 H -3.293 1.605 3.466
18 H -3.983 3.646 0.489
19 H -3.152 2.557 -0.649
20 H -4.696 2.069 0.101
21 H -0.940 1.506 3.118
22 H -1.848 -0.004 2.962
23 H 1.124 0.994 3.329
24 H 1.154 -0.781 3.358
25 H 4.299 0.304 0.178
26 H 5.228 1.167 1.426
27 H 5.271 -0.602 1.371
28 H 3.033 0.150 4.218
29 H 4.636 -0.440 3.765
30 H 4.306 1.303 3.752
31 C -1.446 -2.617 1.815
32 C -2.044 -2.469 0.446
33 C -3.141 -3.282 0.154
34 C -3.688 -3.304 -1.108
35 C -3.065 -2.548 -2.099
36 C -1.985 -1.765 -1.771
37 N -1.509 -1.655 -0.489
38 C -1.241 -1.018 -2.802
39 C -1.440 -1.124 -4.166
40 C -0.660 -0.357 -5.024
41 C 0.253 0.552 -4.504
42 C 0.396 0.636 -3.133
43 N -0.294 -0.187 -2.318
44 C 1.144 1.673 -2.414
45 C 1.941 2.591 -3.056
46 C 2.451 3.662 -2.334
47 C 2.095 3.782 -1.009
48 C 1.301 2.815 -0.393
49 C 0.914 3.054 1.029
50 N 0.865 1.734 -1.074
51 H -2.068 -2.125 2.565
52 H -0.421 -2.266 1.880
53 H -1.452 -3.673 2.082
54 H -3.539 -3.910 0.940
55 H -4.546 -3.923 -1.337
56 H -3.429 -2.585 -3.115
57 H -2.182 -1.794 -4.574
58 H -0.791 -0.442 -6.095
59 H 0.811 1.200 -5.163
60 H 2.152 2.490 -4.111
61 H 3.083 4.400 -2.810
62 H 2.425 4.629 -0.423
63 H 0.164 3.849 1.068
64 H 1.768 3.405 1.608
65 H 0.498 2.172 1.493
66 C 1.178 -4.335 -0.425
67 C 1.083 -3.228 -1.435
68 O 1.231 -1.893 -0.766
69 H 1.065 -5.288 -0.945
70 H 0.392 -4.269 0.327
71 H 2.152 -4.354 0.064
72 H 0.126 -3.186 -1.946
73 H 1.879 -3.259 -2.176
74 H 2.140 -1.807 -0.440

***

3.
Here is BrZn as an isolated structure from OMol25. Energies are from wB97M-V/def2-TZVPD.

* HOMO level: -0.639 Ha
* orbital gap: 9.09 eV
* total charge: +1

Cartesian coordinates (Å):
1 Zn -4.547 -13.229 6.830
2 Br -4.548 -11.805 5.751

***

4.
Here is one molecule with the formula C3H5NO2 from OMol25. Energies are from wB97M-V/def2-TZVPD.

* HOMO level: -0.396 Ha
* orbital gap: 11.56 eV
* total charge: 0

Cartesian coordinates (Å):
1 H -0.086 2.556 0.019
2 N -0.661 1.788 0.333
3 C -0.243 0.635 0.030
4 C -1.040 -0.452 0.686
5 O 0.819 0.453 -0.832
6 C 1.477 -0.734 -0.943
7 O 2.351 -0.881 -1.742
8 H -0.612 -0.742 1.650
9 H -1.272 -1.355 0.107
10 H -1.869 0.234 0.923
11 H 1.136 -1.502 -0.231

***

5.
Here is one molecule with the formula C9H7N3 from OMol25. Energies are from wB97M-V/def2-TZVPD.

* HOMO level: -0.354 Ha
* orbital gap: 8.40 eV
* total charge: 0

Cartesian coordinates (Å):
1 N 4.457 2.050 0.433
2 C 3.755 1.178 0.213
3 C 2.940 -0.022 0.082
4 C 3.566 -1.214 -0.171
5 N 3.957 -2.274 -0.324
6 C 1.560 0.027 0.358
7 C 0.996 1.428 0.318
8 C 0.015 1.494 -0.570
9 C -0.458 0.417 -1.359
10 C -0.074 -0.838 -1.173
11 C 0.499 -1.000 0.317
12 N -0.759 -1.198 1.097
13 H 1.496 2.171 0.931
14 H -0.416 2.518 -0.756
15 H -1.004 0.668 -2.183
16 H -0.395 -1.656 -1.609
17 H 1.097 -1.935 0.428
18 H -0.498 -1.162 2.098
19 H -1.302 -0.292 0.937

***

6.
Here is a 13-piece molecular cluster, C62H65N13 overall from OMol25. Energies are from wB97M-V/def2-TZVPD.

* multiplicity: 2
* HOMO level (spin up / spin down): -0.377 / -0.377 Ha
* ⟨S²⟩: 0.762
* orbital gap (spin up / spin down): 7.64 / 3.51 eV
* total charge: +1

Cartesian coordinates (Å):
1 N -38.327 -8.103 -0.675
2 C -37.629 -8.835 0.218
3 C -36.828 -9.768 -0.507
4 C -37.100 -9.555 -1.851
5 C -38.060 -8.504 -1.939
6 H -38.999 -7.390 -0.430
7 H -37.748 -8.568 1.258
8 H -36.166 -10.516 -0.097
9 H -36.675 -10.051 -2.711
10 H -38.460 -7.942 -2.770
11 N -35.195 -8.530 -7.239
12 C -36.599 -8.748 -7.202
13 C -36.976 -8.533 -5.866
14 C -35.881 -8.199 -5.141
15 C -34.763 -8.236 -5.996
16 H -34.628 -8.574 -8.074
17 H -37.102 -8.962 -8.134
18 H -37.985 -8.606 -5.488
19 H -35.784 -7.930 -4.099
20 H -33.768 -7.855 -5.821
21 N -38.567 -11.719 4.886
22 C -38.423 -10.947 3.744
23 C -39.247 -11.517 2.778
24 C -39.667 -12.713 3.328
25 C -39.345 -12.783 4.642
26 H -38.141 -11.487 5.772
27 H -37.849 -10.032 3.756
28 H -39.324 -11.053 1.806
29 H -40.262 -13.433 2.786
30 H -39.520 -13.483 5.445
31 N -32.973 -15.288 -4.429
32 C -32.493 -14.080 -4.116
33 C -33.360 -12.951 -4.123
34 C -34.724 -13.154 -4.093
35 C -35.259 -14.407 -4.189
36 C -34.337 -15.436 -4.461
37 H -31.433 -13.893 -4.024
38 H -33.115 -11.902 -4.051
39 H -35.350 -12.274 -4.122
40 H -36.325 -14.576 -4.170
41 H -34.683 -16.454 -4.569
42 N -38.676 -2.984 -2.416
43 C -38.877 -4.102 -3.128
44 C -37.830 -4.887 -3.651
45 C -36.551 -4.508 -3.383
46 C -36.302 -3.351 -2.674
47 C -37.377 -2.633 -2.151
48 H -39.882 -4.411 -3.376
49 H -37.958 -5.674 -4.380
50 H -35.704 -5.069 -3.749
51 H -35.300 -2.958 -2.583
52 H -37.274 -1.753 -1.535
53 N -40.569 -7.575 4.571
54 C -40.226 -7.413 5.876
55 C -39.025 -6.905 6.288
56 C -38.110 -6.502 5.386
57 C -38.339 -6.746 4.064
58 C -39.611 -7.256 3.665
59 H -41.011 -7.736 6.543
60 H -38.794 -6.841 7.341
61 H -37.194 -6.063 5.753
62 H -37.551 -6.491 3.371
63 H -39.933 -7.450 2.652
64 N -34.768 -9.756 5.200
65 C -34.186 -8.698 4.707
66 C -34.082 -8.400 3.365
67 C -34.647 -9.310 2.429
68 C -35.183 -10.448 2.872
69 C -35.278 -10.588 4.262
70 H -33.917 -7.869 5.345
71 H -33.761 -7.454 2.955
72 H -34.684 -9.048 1.382
73 H -35.638 -11.208 2.254
74 H -35.767 -11.476 4.634
75 N -36.773 -15.434 0.626
76 C -37.840 -14.699 0.261
77 C -37.810 -13.485 -0.422
78 C -36.614 -13.224 -1.153
79 C -35.527 -14.143 -0.953
80 C -35.649 -15.183 -0.057
81 H -38.799 -15.090 0.568
82 H -38.671 -12.835 -0.476
83 H -36.529 -12.465 -1.916
84 H -34.597 -14.135 -1.502
85 H -34.808 -15.734 0.337
86 N -30.912 -8.574 -2.773
87 C -31.403 -9.763 -2.217
88 C -32.713 -9.909 -1.803
89 C -33.578 -8.835 -1.991
90 C -33.129 -7.651 -2.600
91 C -31.790 -7.516 -2.913
92 H -30.632 -10.515 -2.143
93 H -33.054 -10.802 -1.301
94 H -34.636 -8.851 -1.773
95 H -33.763 -6.794 -2.774
96 H -31.368 -6.632 -3.369
97 N -35.707 -3.736 1.909
98 C -34.472 -4.318 1.864
99 C -34.142 -5.365 0.984
100 C -35.109 -5.838 0.122
101 C -36.425 -5.276 0.218
102 C -36.675 -4.284 1.166
103 H -33.720 -4.012 2.577
104 H -33.146 -5.776 1.063
105 H -34.765 -6.584 -0.580
106 H -37.267 -5.684 -0.321
107 H -37.676 -3.882 1.201
108 N -40.432 -8.335 -4.418
109 C -40.399 -7.709 -5.634
110 C -40.995 -6.543 -5.881
111 C -41.615 -5.884 -4.865
112 C -41.591 -6.452 -3.559
113 C -41.021 -7.732 -3.404
114 H -39.876 -8.252 -6.407
115 H -40.863 -6.142 -6.875
116 H -42.068 -4.929 -5.083
117 H -42.086 -6.015 -2.705
118 H -41.245 -8.236 -2.475
119 N -40.613 -6.220 -0.141
120 C -40.275 -4.911 0.117
121 C -40.948 -4.141 1.112
122 C -41.896 -4.774 1.856
123 C -42.204 -6.089 1.733
124 C -41.629 -6.782 0.630
125 H -39.460 -4.504 -0.463
126 H -40.584 -3.167 1.403
127 H -42.365 -4.280 2.694
128 H -42.970 -6.565 2.327
129 H -41.916 -7.803 0.425
130 N -38.695 -14.153 -6.092
131 C -39.068 -13.796 -4.840
132 C -38.639 -12.604 -4.212
133 C -37.842 -11.755 -4.949
134 C -37.500 -12.056 -6.268
135 C -37.960 -13.265 -6.810
136 H -39.764 -14.420 -4.300
137 H -38.945 -12.343 -3.210
138 H -37.552 -10.761 -4.642
139 H -36.760 -11.408 -6.714
140 H -37.623 -13.605 -7.777

***

7.
Here is C41H40LiO2P2S6 as an isolated structure from OMol25. Energies are from wB97M-V/def2-TZVPD.

* HOMO level: -0.089 Ha
* orbital gap: 4.32 eV
* total charge: -1

Cartesian coordinates (Å):
1 Li -0.997 -1.394 -0.871
2 O -1.487 0.367 -1.023
3 S -1.873 1.622 -1.735
4 C -2.103 1.147 -3.478
5 C -3.340 0.299 -3.753
6 C -3.217 -0.583 -5.008
7 C -2.167 -1.704 -4.914
8 S -2.245 -2.464 -3.231
9 O -0.961 -1.936 -2.621
10 C -1.943 -4.150 -3.717
11 C -2.981 -4.850 -4.327
12 C -2.780 -6.171 -4.689
13 C -1.560 -6.786 -4.405
14 C -0.554 -6.083 -3.763
15 C -0.739 -4.748 -3.416
16 C -3.570 1.909 -1.283
17 C -4.220 0.974 -0.500
18 C -5.532 1.232 -0.114
19 C -6.162 2.404 -0.505
20 C -5.486 3.338 -1.284
21 C -4.176 3.097 -1.668
22 H -1.175 0.597 -3.665
23 H -2.091 2.076 -4.056
24 H -4.208 0.950 -3.855
25 H -3.536 -0.343 -2.890
26 H -3.002 0.046 -5.878
27 H -4.195 -1.038 -5.181
28 H -1.141 -1.340 -5.001
29 H -2.340 -2.471 -5.668
30 H -3.937 -4.363 -4.503
31 H -3.576 -6.730 -5.165
32 H -1.412 -7.828 -4.663
33 H 0.371 -6.572 -3.485
34 H 0.023 -4.201 -2.873
35 H -3.716 0.044 -0.215
36 H -6.055 0.503 0.495
37 H -7.184 2.596 -0.200
38 H -5.979 4.255 -1.584
39 H -3.630 3.826 -2.264
40 S -0.160 -3.638 0.451
41 S 0.722 -5.250 -0.410
42 S -2.200 -3.909 0.873
43 S -3.234 -2.535 -0.274
44 C 2.995 -0.152 1.281
45 P 1.291 -0.197 0.475
46 C 1.107 1.588 0.048
47 C 0.697 2.616 0.897
48 C 0.682 3.935 0.456
49 C 1.084 4.251 -0.835
50 C 1.497 3.237 -1.691
51 C 1.502 1.918 -1.252
52 C 0.205 -0.451 1.940
53 C 0.524 -1.500 2.809
54 C -0.299 -1.812 3.879
55 C -1.478 -1.107 4.082
56 C -1.834 -0.102 3.199
57 C -1.004 0.219 2.132
58 P 3.848 1.468 1.551
59 C 3.058 2.167 3.057
60 C 3.521 3.425 3.453
61 C 3.006 4.054 4.577
62 C 1.999 3.442 5.315
63 C 1.521 2.200 4.925
64 C 2.050 1.564 3.804
65 C 5.400 0.810 2.321
66 C 6.603 1.013 1.650
67 C 7.806 0.553 2.179
68 C 7.816 -0.115 3.392
69 C 6.622 -0.325 4.073
70 C 5.426 0.136 3.542
71 H 3.665 -0.672 0.594
72 H 2.977 -0.738 2.198
73 H 0.404 2.395 1.917
74 H 0.365 4.721 1.134
75 H 1.080 5.281 -1.171
76 H 1.816 3.472 -2.700
77 H 1.814 1.122 -1.923
78 H 1.403 -2.104 2.631
79 H -0.040 -2.641 4.525
80 H -2.134 -1.369 4.904
81 H -2.776 0.420 3.320
82 H -1.320 0.976 1.427
83 H 4.297 3.912 2.868
84 H 3.383 5.027 4.873
85 H 1.585 3.936 6.187
86 H 0.731 1.716 5.487
87 H 1.654 0.598 3.517
88 H 6.593 1.540 0.701
89 H 8.734 0.719 1.643
90 H 8.750 -0.472 3.810
91 H 6.624 -0.849 5.022
92 H 4.501 -0.022 4.088

***

8.
Here is a 2-piece molecular cluster, C8H14BrN4O overall from OMol25. Energies are from wB97M-V/def2-TZVPD.

* HOMO level: -0.450 Ha
* orbital gap: 7.45 eV
* total charge: +1

Cartesian coordinates (Å):
1 C 1.424 -1.500 -1.407
2 C 1.845 -1.889 0.788
3 C 1.967 -0.196 -1.424
4 C -1.287 -0.285 0.456
5 C -1.069 1.647 -0.874
6 C -2.599 0.291 1.042
7 C -2.376 2.189 -0.282
8 C 1.878 0.291 0.021
9 N 1.425 -2.338 -0.447
10 N 1.939 -0.579 1.001
11 N 2.292 -2.812 1.555
12 N -0.430 0.844 0.145
13 O -3.241 1.089 0.115
14 Br 2.522 2.122 0.391
15 H 1.032 -1.915 -2.292
16 H 3.048 -0.063 -1.523
17 H 1.579 0.412 -2.117
18 H -0.886 -0.979 1.206
19 H -1.648 -0.821 -0.503
20 H -1.148 1.039 -1.861
21 H -0.325 2.456 -1.151
22 H -3.369 -0.443 1.320
23 H -2.253 0.809 1.906
24 H -2.023 2.700 0.529
25 H -3.072 2.894 -1.030
26 H 2.087 -3.776 1.258
27 H 2.882 -2.664 2.277
28 H -0.193 1.479 0.900

***

9.
Here is a 2-piece molecular cluster, C2H2N2O3 overall from OMol25. Energies are from wB97M-V/def2-TZVPD.

* HOMO level (spin up / spin down): -0.310 / -0.310 Ha
* orbital gap (spin up / spin down): 7.47 / 7.47 eV
* total charge: 0

Cartesian coordinates (Å):
1 C 0.110 -2.031 1.158
2 C -0.555 1.459 -0.638
3 N 0.817 -0.934 1.256
4 N 0.779 0.211 1.358
5 O 0.199 -3.200 0.993
6 O -0.531 0.754 -1.732
7 O 0.446 1.850 -0.088
8 H 0.268 0.655 -2.112
9 H -1.535 1.237 -0.195

***

10.
Here is a 2-piece molecular cluster, C4H4N2 overall from OMol25. Energies are from wB97M-V/def2-TZVPD.

* HOMO level: -0.292 Ha
* orbital gap: 8.27 eV
* total charge: 0

Cartesian coordinates (Å):
1 C 0.923 0.904 -0.048
2 C 1.661 -0.088 -0.189
3 N 0.597 -1.984 -0.060
4 N -0.503 -2.004 0.168
5 C -1.655 -0.156 0.199
6 C -0.964 0.861 -0.005
7 H 1.051 1.969 0.059
8 H 2.560 -0.655 -0.295
9 H -2.525 -0.757 0.346
10 H -1.144 1.910 -0.175

***

11.
Here is one molecule with the formula C3H2FNOS from OMol25. Energies are from wB97M-V/def2-TZVPD.

* HOMO level: -0.318 Ha
* orbital gap: 8.73 eV
* total charge: 0

Cartesian coordinates (Å):
1 F -2.070 -0.923 -0.007
2 C -1.008 -0.164 0.000
3 C -0.748 1.093 -0.050
4 O 0.651 1.258 0.128
5 C 1.230 0.032 0.221
6 S 2.863 -0.376 -0.042
7 N 0.231 -0.869 0.289
8 H -1.562 1.885 -0.214
9 H 0.412 -1.936 -0.326

***

12.
Here is a 4-piece molecular cluster, C5H20NO3 overall from OMol25. Energies are from wB97M-V/def2-TZVPD.

* HOMO level: -0.540 Ha
* orbital gap: 11.79 eV
* total charge: +1

Cartesian coordinates (Å):
1 C 0.110 -0.479 1.740
2 C 0.433 0.905 1.112
3 C 1.799 1.320 1.753
4 C -0.677 1.844 1.475
5 C -1.960 1.799 0.695
6 N 0.490 -1.555 0.681
7 H 0.585 -0.626 2.733
8 H -0.999 -0.577 1.871
9 H 0.691 0.865 0.050
10 H 2.559 1.053 0.973
11 H 2.076 0.811 2.718
12 H 1.859 2.391 1.984
13 H -0.318 2.893 1.479
14 H -0.841 1.644 2.580
15 H -2.362 0.772 0.513
16 H -1.892 2.202 -0.294
17 H -2.650 2.350 1.329
18 H 0.020 -1.270 -0.156
19 H 0.040 -2.434 0.925
20 H 1.488 -1.616 0.528
21 H 2.335 1.071 -1.933
22 H 2.302 -0.173 -2.701
23 O 1.848 0.240 -1.915
24 H -0.342 -0.294 -3.138
25 H -1.527 0.132 -2.385
26 O -1.298 -0.625 -2.929
27 H -1.230 -3.579 -1.253
28 H -1.173 -2.239 -2.048
29 O -0.790 -2.730 -1.292

***

Going through the records in order, we get electronic energy values of -24960.5831; -46333.4518; -118449.2868; -8776.3556; -13912.7907; -84707.0245; -131058.2846; -86564.1880; -11224.4313; -7186.8178; -20231.2948; -13135.6900 eV.